18
Properties=species:S:1:pos:R:3:forces:R:3 method="wB97M-V/def2-TZVPD" homo_ev=-9.29 energy_ev=-21747.1806 orbital_gap_ev=9.80 de_lowest_kj_mol=432.3
N 3.965 -0.954 0.064 1.269 0.546 0.105
H -0.771 2.099 1.109 -0.726 -0.118 0.417
H 0.050 2.920 -0.212 0.236 0.094 0.306
H -1.355 -0.822 -1.251 -1.043 1.581 0.977
H 4.823 -0.788 -0.496 -1.050 -0.504 0.222
H 0.844 -1.738 0.158 -1.092 0.196 -0.002
O 2.618 0.750 -1.296 0.699 0.402 -0.377
H 3.115 -2.914 -0.330 0.934 -2.661 -0.460
H 0.900 1.703 0.762 -0.192 0.569 0.222
H -2.208 0.260 0.121 -0.771 0.028 0.564
O 2.808 1.220 1.055 0.647 -0.584 1.178
C -0.358 0.903 -0.684 -1.849 -0.015 1.905
C 2.970 -1.926 -0.146 -0.450 1.298 0.220
S 2.771 0.236 0.034 -1.661 -0.075 -1.777
C -0.055 1.972 0.328 0.391 0.233 -1.405
C 1.796 -1.332 -0.018 1.760 1.027 0.983
H 0.445 0.712 -1.351 0.227 -0.262 -0.789
C -1.452 0.130 -0.603 2.673 -1.755 -2.288



122
Properties=species:S:1:pos:R:3:forces:R:3 method="wB97M-V/def2-TZVPD" homo_ev=-9.36 energy_ev=-73881.1608 smiles="CCCCON1C(=O)c2cc(-c3ccccn3)c(C[C@@H](C)I)c(C)c2C1=O.CCCC#N.CCCC#N.CCCC#N.CCCC#N.CCCC#N.CCCC#N" orbital_gap_ev=9.07
H 4.516 4.209 1.088 -0.083 -0.071 0.012
C 5.072 4.413 -0.979 -0.064 0.067 0.536
C 7.320 -0.533 -1.888 0.154 -0.028 -0.076
C -7.370 3.716 7.324 0.020 -0.011 0.037
H 0.344 0.304 6.084 0.008 0.035 0.029
H 0.330 1.162 0.758 -0.135 0.080 -0.008
O 4.118 2.150 -0.656 0.085 -0.497 -0.389
N -1.726 -0.908 -4.630 0.556 -0.254 -0.186
H 6.519 1.303 -3.827 -0.003 0.022 -0.008
N 4.475 1.752 0.675 -0.047 -0.106 0.971
N -1.438 -1.787 0.507 -0.189 0.139 -0.291
C 0.671 -0.772 -0.120 0.203 -0.398 -0.014
C 4.204 4.794 0.224 0.148 0.142 -0.114
H -3.264 -2.639 0.970 0.058 -0.048 0.124
C -3.429 -1.427 -0.789 0.008 -0.034 0.094
H 2.262 -4.745 -0.273 0.054 -0.159 -0.090
H -3.945 3.122 6.959 0.037 0.042 -0.069
H -1.224 3.556 3.332 0.016 0.069 0.043
H -1.410 0.043 3.583 0.065 0.006 -0.038
C -5.917 3.581 7.763 -0.160 0.009 -0.029
C 2.696 4.716 -0.007 -0.148 0.115 0.118
C 1.143 -3.956 1.361 -0.116 -0.148 0.096
H 2.401 3.999 -0.770 0.074 -0.068 -0.089
H 7.815 0.993 -4.981 -0.027 0.023 -0.020
H -3.795 -3.097 -4.755 0.008 -0.007 0.019
H -3.047 2.090 2.451 0.044 -0.004 0.015
H 0.645 1.096 4.536 0.027 0.002 0.005
N -3.313 -5.785 -6.302 -0.561 0.250 0.141
H 0.402 -3.183 1.540 -0.073 0.118 -0.043
H -4.902 -1.761 -4.500 0.018 0.005 0.004
H -4.696 4.674 2.332 -0.001 0.019 -0.008
H -5.119 -3.262 -3.594 0.005 -0.013 0.001
H -2.593 -1.749 4.831 -0.004 -0.002 0.013
H -5.325 3.041 2.097 0.002 0.015 0.011
C -2.024 3.977 2.723 -0.099 -0.300 -0.085
H -0.816 0.219 -2.127 0.009 0.064 -0.025
N -1.167 4.200 0.255 -0.247 -0.206 0.746
C -3.281 3.098 2.801 -0.146 0.098 -0.056
C 2.995 -1.521 -0.295 -0.298 0.302 0.176
H 2.101 -3.665 1.790 0.070 0.234 -0.013
H 0.089 -2.986 -1.303 -0.105 0.124 -0.285
H -0.314 -5.320 -5.270 -0.026 -0.013 0.007
H -5.011 3.945 5.825 0.020 0.005 -0.022
O 2.802 2.485 2.198 0.129 -0.271 -0.476
C 0.548 -3.361 -5.579 -0.076 -0.146 0.036
H 4.784 -2.028 -1.359 0.068 0.003 -0.147
H 6.133 2.532 -0.949 -0.011 -0.206 0.232
H -7.998 4.024 8.161 -0.004 0.013 -0.005
C 6.447 -0.558 -4.742 -0.422 -0.519 -0.254
C -0.680 -1.376 -4.762 -0.609 0.348 0.155
C -0.291 -4.349 -4.778 0.050 0.018 -0.020
H -6.386 -5.251 -6.564 -0.009 -0.036 0.009
C 1.305 -4.263 -0.119 -0.038 0.020 0.079
C -0.984 1.825 5.602 -0.316 0.456 0.469
H 1.088 -2.068 -3.920 0.004 0.027 0.035
H 8.690 0.939 -2.666 -0.018 0.035 -0.048
H 0.817 -4.842 1.897 0.049 -0.132 0.084
N -5.622 0.885 5.567 0.164 0.543 0.258
H 6.791 -1.425 -2.224 -0.019 0.001 -0.020
H 3.676 -3.396 -1.103 0.044 -0.060 -0.242
H 1.260 -1.305 -5.500 0.026 0.014 0.028
C 7.223 0.548 -4.181 0.154 -0.011 0.037
C -1.539 4.089 1.344 0.303 0.282 -0.674
C 3.129 1.765 1.298 -0.264 0.427 0.472
C -0.138 0.710 5.193 -0.054 -0.145 -0.225
H -6.774 -3.060 -5.488 -0.028 -0.060 -0.025
H 5.056 2.719 -2.312 -0.072 -0.085 -0.095
H -5.841 2.834 8.556 0.047 -0.001 0.007
C 0.640 -1.983 -4.912 0.017 -0.108 -0.164
H 6.083 4.746 -0.750 0.136 0.208 -0.234
H -6.049 -5.355 -4.837 -0.011 -0.019 0.006
C 5.158 2.914 -1.245 0.183 0.217 -0.418
H -3.575 3.008 3.848 0.125 -0.012 0.029
C -4.374 -5.401 -6.065 0.622 -0.327 -0.173
H -7.760 2.769 6.949 0.018 -0.002 -0.033
I -0.121 -5.775 -0.710 0.048 -0.030 -0.068
C 4.670 0.280 0.601 0.641 -0.184 -0.035
C -5.337 1.903 6.030 -0.108 -0.597 -0.371
C -1.400 -0.392 -1.455 0.073 -0.048 0.119
C 4.079 -2.488 -0.675 -0.245 -0.023 0.346
C 1.619 -1.761 -0.490 0.324 0.397 0.209
H -4.196 3.722 0.929 0.022 0.032 0.013
H 4.634 -2.767 0.219 0.139 -0.021 0.047
H -1.642 -1.398 6.276 -0.002 -0.010 0.011
H -3.257 -0.180 -2.528 0.059 0.050 -0.124
N -1.671 2.675 5.966 0.290 -0.333 -0.284
H -0.283 -1.165 4.169 0.069 0.023 -0.054
C 3.342 -0.296 0.286 0.041 -0.557 -0.331
C -4.977 3.193 6.615 -0.058 0.032 0.217
H 6.591 0.174 -1.498 -0.030 0.022 0.006
C -2.741 -1.992 0.279 0.355 0.261 -0.193
H 1.694 -3.286 -1.990 -0.097 -0.026 -0.204
H 0.126 -3.247 -6.579 0.022 0.034 -0.014
C 1.144 -3.066 -1.078 0.063 -0.101 0.434
H 8.846 -0.645 -3.402 0.006 0.026 -0.061
C -4.839 -2.847 -4.565 -0.022 0.026 -0.007
H -4.484 -1.627 -0.903 -0.062 -0.033 -0.048
C -0.787 -0.990 -0.356 -0.425 -0.195 -0.080
H 2.172 4.435 0.903 -0.041 0.068 0.053
H 7.971 -0.826 -1.066 -0.028 0.027 0.040
N 5.835 -1.443 -5.156 0.328 0.489 0.236
C -0.963 -0.375 4.487 -0.108 -0.069 -0.015
H -1.324 -4.012 -4.685 -0.002 0.011 0.015
C -5.745 -3.374 -5.670 0.074 0.071 0.093
C -2.060 -0.963 5.366 0.017 0.051 0.007
C 2.400 0.633 0.679 -0.134 0.092 -0.047
O 5.711 -0.249 0.880 -0.511 0.221 -0.380
C -5.719 -4.905 -5.774 -0.023 0.168 -0.013
H 4.718 4.939 -1.863 0.007 0.084 -0.105
H -2.240 4.977 3.100 0.053 0.027 -0.020
C -4.439 3.668 1.991 -0.026 -0.103 -0.001
C 1.057 0.419 0.470 -0.063 0.078 0.250
H 0.114 -4.489 -3.773 -0.012 0.000 0.000
H 1.560 -3.751 -5.704 0.037 0.078 0.004
C 8.122 0.081 -3.029 -0.065 -0.079 0.099
H 2.313 5.691 -0.299 -0.099 0.052 -0.170
H -7.474 4.463 6.535 -0.004 -0.001 -0.010
H -5.445 -2.942 -6.626 -0.018 -0.032 -0.030
H -5.570 4.527 8.182 0.072 -0.016 -0.013
H 4.450 5.827 0.462 0.051 0.097 0.139
C -2.749 -0.617 -1.684 0.039 -0.140 0.423
H -2.793 -0.208 5.654 0.008 -0.012 -0.005



19
Properties=species:S:1:pos:R:3:forces:R:3 method="wB97M-V/def2-TZVPD" total_charge=-1 homo_ev=-4.03 energy_ev=-10496.0548 orbital_gap_ev=8.11 de_lowest_kj_mol=99.1
C 2.608 1.886 0.126 -0.353 0.638 0.196
H 0.569 -2.003 -0.671 0.194 0.056 0.124
H -0.368 -0.686 1.276 0.655 0.092 -0.531
H 2.829 2.449 -0.777 -0.154 0.248 -0.072
C -0.302 -1.843 -1.289 -1.140 -1.011 -0.209
C -2.296 0.304 1.297 -0.725 0.102 -0.437
H 2.103 2.551 0.865 0.142 -0.486 -0.537
H -0.659 -2.807 -1.743 0.336 0.611 0.289
H -0.026 -1.152 -2.075 0.267 0.029 -0.244
H -1.863 1.261 1.608 -0.081 -0.036 -0.022
O 1.904 -0.371 0.518 -0.182 1.633 -0.953
C -1.234 -0.544 0.651 -1.685 -0.950 -1.186
C -1.422 -1.183 -0.535 0.785 0.477 1.405
O 1.082 0.736 -1.323 1.242 0.161 1.931
C 1.779 0.657 -0.244 -0.816 -1.674 -0.913
H -2.398 -1.197 -1.044 0.303 0.522 0.273
H -3.153 0.532 0.603 0.758 -0.277 0.595
H -2.698 -0.178 2.200 0.009 0.131 -0.087
H 3.546 1.587 0.557 0.446 -0.268 0.375